Formula: C22H41AuBGeN2O3
Source: the OMol25 dataset
Level of theory: ωB97M-V with the def2-TZVPD basis set

Geometry as XYZ:
```
71
Properties=species:S:1:pos:R:3:forces:R:3:lowdin_charge:R:1
Au 0.27099 -0.07909 -0.06573 0.7514 0.2750 0.4452 1.059
C 0.94870 0.69316 4.17475 0.0954 -0.0262 0.0235 0.053
C 1.08603 0.14810 2.79175 -0.0104 0.0163 -0.2841 -0.431
O 0.06317 0.18043 2.04080 -0.2945 -0.2286 0.0951 -0.078
N 2.27623 -0.33203 2.41994 -0.0380 0.0918 -0.0752 0.121
C 2.61443 -1.13302 1.23239 -0.0025 -0.0111 0.1146 -0.091
C 3.14728 -0.37439 0.02484 -0.1648 0.1146 0.1297 -0.235
C 4.49833 -0.25619 -0.22009 0.0575 -0.0596 0.0435 0.031
C 4.93622 0.43883 -1.34307 -0.0374 0.0008 -0.0130 0.028
C 4.00255 1.01074 -2.19240 0.0750 0.0229 0.0005 0.009
C 2.66102 0.86773 -1.90119 -0.0478 -0.0079 0.1430 -0.071
N 2.25034 0.18689 -0.81942 -0.1049 -0.0818 -0.4198 -0.023
H -0.06172 1.05772 4.32439 -0.0014 0.0075 0.0118 0.105
H 1.66072 1.50784 4.32368 -0.0122 -0.0006 0.0089 0.117
H 1.17050 -0.08466 4.90738 -0.0116 0.0055 0.0006 0.117
H 3.00263 -0.25356 3.11935 0.0073 -0.0443 0.0014 0.173
H 1.73910 -1.73984 0.96986 0.0210 -0.0438 -0.0545 0.102
H 3.36139 -1.86108 1.54428 0.0457 0.0355 0.0261 0.149
H 5.20719 -0.71668 0.45587 0.0079 0.0110 -0.0140 0.140
H 5.99496 0.52688 -1.54964 -0.0043 0.0078 0.0063 0.142
H 4.30392 1.56470 -3.07056 -0.0088 -0.0104 -0.0005 0.137
H 1.89564 1.31323 -2.52086 0.0004 -0.0457 -0.0177 0.129
C -1.38723 -4.94956 -2.45265 -0.0518 0.0700 0.0283 -0.092
C -1.00133 -4.21949 -3.72728 -0.0511 -0.0038 -0.0194 -0.239
C -1.34304 -2.74206 -3.68348 0.2151 0.3201 -0.0834 -0.238
C -0.47071 -1.92253 -2.65697 -0.1064 0.0106 -0.0039 -0.312
Ge -1.25818 -2.21652 -0.92338 -0.3511 -0.7312 -0.0906 1.070
C -3.02316 -1.60517 -0.47578 -0.1211 -0.1888 -0.0281 -0.301
C -4.01813 -2.80162 -0.62845 -0.0461 0.3602 0.0714 -0.267
C -3.83768 -3.90906 0.40233 -0.1095 0.0018 -0.0573 -0.285
C -4.83393 -5.04082 0.16820 0.0733 -0.0104 0.0316 -0.082
H -1.24326 -6.02723 -2.53032 0.0181 0.0019 0.0196 0.106
H -2.44128 -4.79451 -2.20223 -0.0309 0.0034 -0.0082 0.071
H -0.76080 -4.65069 -1.59756 0.0449 0.0247 0.0310 0.040
H -1.54200 -4.65082 -4.57202 -0.0119 -0.0386 0.0226 0.132
H 0.06034 -4.35140 -3.94607 -0.0001 -0.0078 0.0159 0.124
H -2.41028 -2.60004 -3.48256 -0.0003 -0.0054 0.0168 0.108
H -1.15850 -2.25957 -4.64458 -0.0089 -0.1039 -0.0517 0.127
H -0.54450 -0.86689 -2.93188 -0.0273 0.0366 0.0823 0.067
H 0.57773 -2.21889 -2.67424 -0.0228 -0.0864 -0.0755 0.077
H -0.55965 -3.15580 0.06559 0.1434 0.1749 0.0818 -0.006
H -3.28970 -0.76624 -1.11814 0.0269 -0.0460 -0.0636 0.073
H -3.03445 -1.25670 0.56007 0.0670 -0.0272 0.0212 0.086
H -3.99024 -3.19998 -1.64490 0.0426 -0.0185 -0.0205 0.094
H -5.00738 -2.35118 -0.51717 -0.0475 -0.1011 -0.0006 0.132
H -3.98329 -3.48688 1.40014 0.0486 -0.0229 0.0257 0.120
H -2.81637 -4.30977 0.38351 0.0270 -0.0078 -0.0651 0.081
H -5.85531 -4.69408 0.32272 -0.0142 -0.0080 -0.0154 0.089
H -4.65288 -5.86859 0.85116 -0.0312 0.0147 0.0239 0.087
H -4.76155 -5.42955 -0.84960 0.0055 0.0067 0.0076 0.079
C -3.63484 3.45127 0.29587 -0.0696 0.0410 -0.0819 0.023
C -2.48152 3.12904 -0.60772 0.0777 -0.0319 0.1170 -0.327
C -2.84344 3.08785 -2.06565 -0.0256 -0.0093 -0.0730 0.010
O -2.08194 1.60365 -0.26464 0.0012 0.2303 0.0269 0.170
B -0.80164 1.80110 -0.30568 0.3103 0.0309 -0.0543 -0.747
O -0.01084 2.82241 -0.44275 -0.4056 0.1826 -0.0005 0.180
C -1.14712 3.92835 -0.26994 0.0578 -0.1275 -0.1491 -0.343
C -1.02331 4.36451 1.16495 0.0191 0.0211 0.0805 0.012
C -0.81996 5.01246 -1.25652 -0.0166 0.0904 0.0740 0.021
H -4.50850 2.87094 0.00460 -0.0014 0.0028 0.0134 0.114
H -3.88480 4.50889 0.17419 -0.0127 -0.0162 -0.0009 0.129
H -3.41405 3.27161 1.34453 0.0193 -0.0104 -0.0101 0.103
H -3.66151 2.38650 -2.22095 -0.0083 0.0085 0.0184 0.112
H -2.00546 2.80734 -2.70517 0.0141 0.0003 0.0315 0.106
H -3.18962 4.07376 -2.38062 0.0036 -0.0091 0.0084 0.124
H -1.23409 3.55977 1.87105 0.0094 -0.0162 -0.0321 0.104
H -1.72128 5.17898 1.36381 0.0033 -0.0135 -0.0127 0.122
H -0.01715 4.74028 1.34315 -0.0018 0.0045 -0.0157 0.116
H -0.77374 4.65423 -2.28111 0.0189 -0.0186 0.0056 0.100
H 0.12998 5.47368 -0.99145 -0.0041 0.0001 -0.0035 0.116
H -1.58894 5.78690 -1.19635 0.0076 -0.0063 -0.0096 0.127
```
Positions in Å, forces in eV/Å.

Values from the calculation:
Kohn-Sham gap = 6.81 eV
Strongest force on any atom = 0.0178 hartree/bohr
LUMO level = -0.433 hartree
Energy relative to the best compared isomer or geometry (same formula, charge and spin) = 3.735 eV
DFT total energy = -93460.2551 eV
Charge = +3